(1)
Entry from OMol25: 8 unconnected molecules or ions with the total composition C41H91ClN2O17P at a distorted geometry (wB97M-V/def2-TZVPD).

## Properties
highest occupied orbital energy	-10.219	eV
total charge	+1
spin multiplicity	1
E_LUMO	-3.411	eV

XYZ file:
```
153
C41H91ClN2O17P (wB97M-V/def2-TZVPD)
C 8.23 3.11 5.29
C 7.87 1.66 4.79
O 8.38 0.76 5.40
N 7.02 1.53 3.61
C 7.71 1.04 2.41
N 5.67 1.19 3.82
C 5.43 -0.01 4.72
C 6.19 -1.32 4.29
O 6.08 -2.38 5.23
C 5.04 2.37 4.53
C 3.51 2.54 4.47
C 2.91 3.66 3.74
C 1.48 3.89 3.64
C 0.55 3.01 4.32
C 1.09 1.90 5.09
C 0.14 0.95 5.88
C 2.52 1.67 5.15
P 4.87 0.77 2.20
O 3.35 0.16 2.46
Cl 4.66 2.58 1.13
H 8.79 3.58 4.42
H 8.89 3.10 6.18
H 7.29 3.72 5.43
H 7.53 1.64 1.47
H 7.64 -0.07 2.21
H 8.81 1.19 2.60
H 4.35 -0.29 4.78
H 5.73 0.19 5.79
H 7.29 -1.16 4.10
H 5.79 -1.71 3.30
H 5.35 -2.20 5.84
H 5.33 2.43 5.62
H 5.50 3.29 4.07
H 3.58 4.38 3.20
H 1.11 4.76 3.05
H -0.54 3.19 4.25
H 0.23 -0.12 5.57
H -0.91 1.34 5.84
H 0.45 1.00 6.96
H 2.87 0.81 5.76
H 3.28 -0.77 2.15
C -0.16 4.40 -2.63
O 1.15 4.69 -2.15
C 1.65 3.67 -1.31
C 2.66 2.79 -2.03
O 2.03 2.02 -3.05
C 2.26 2.54 -4.35
H -0.41 5.13 -3.40
H -0.21 3.40 -3.06
H -0.88 4.49 -1.81
H 0.83 3.06 -0.90
H 2.15 4.16 -0.47
H 3.09 2.08 -1.32
H 3.47 3.39 -2.45
H 3.31 2.38 -4.64
H 2.03 3.61 -4.40
H 1.62 2.01 -5.05
C -5.24 0.92 -0.98
O -5.08 0.69 -2.37
C -4.93 1.90 -3.11
C -3.47 2.14 -3.49
O -2.67 2.41 -2.35
C -1.89 1.29 -1.96
H -5.17 -0.04 -0.47
H -4.46 1.58 -0.59
H -6.22 1.35 -0.78
H -5.32 2.75 -2.54
H -5.52 1.80 -4.02
H -3.42 3.02 -4.14
H -3.08 1.28 -4.06
H -1.09 1.12 -2.68
H -2.50 0.39 -1.86
H -1.44 1.51 -0.99
C -0.28 7.30 -0.47
O -0.25 8.71 -0.62
C -0.54 9.12 -1.95
C -1.96 9.64 -2.08
O -2.91 8.59 -1.91
C -3.52 8.62 -0.63
H -0.23 7.07 0.60
H -1.20 6.87 -0.88
H 0.59 6.86 -0.96
H -0.36 8.31 -2.66
H 0.15 9.93 -2.19
H -2.11 10.03 -3.09
H -2.15 10.45 -1.37
H -4.20 9.47 -0.55
H -2.78 8.67 0.17
H -4.09 7.70 -0.50
C -4.08 -5.32 -3.42
O -4.08 -4.09 -4.13
C -4.39 -2.98 -3.29
C -3.14 -2.20 -2.93
O -2.28 -2.95 -2.07
C -1.17 -3.50 -2.76
H -3.67 -6.09 -4.07
H -3.47 -5.27 -2.51
H -5.11 -5.60 -3.16
H -4.92 -3.30 -2.39
H -5.05 -2.33 -3.86
H -3.43 -1.30 -2.38
H -2.60 -1.88 -3.83
H -0.47 -2.71 -3.03
H -1.48 -4.04 -3.66
H -0.67 -4.20 -2.10
C -2.83 -2.28 1.28
O -3.24 -3.41 2.04
C -2.15 -4.08 2.66
C -2.07 -3.75 4.14
O -1.71 -2.39 4.35
C -2.82 -1.58 4.71
H -3.72 -1.73 0.99
H -2.18 -1.62 1.86
H -2.31 -2.61 0.37
H -1.20 -3.84 2.16
H -2.32 -5.15 2.55
H -1.28 -4.36 4.60
H -3.01 -3.98 4.64
H -3.14 -1.82 5.73
H -3.65 -1.72 4.02
H -2.51 -0.54 4.68
C 6.27 -1.90 -3.29
O 5.19 -1.83 -2.38
C 4.35 -0.70 -2.62
C 3.07 -1.10 -3.32
O 3.32 -1.53 -4.65
C 3.28 -2.95 -4.78
H 6.76 -2.87 -3.16
H 5.93 -1.82 -4.33
H 7.00 -1.12 -3.07
H 4.88 0.07 -3.19
H 4.10 -0.28 -1.64
H 2.42 -0.22 -3.39
H 2.53 -1.87 -2.76
H 2.24 -3.30 -4.70
H 3.90 -3.44 -4.03
H 3.65 -3.21 -5.77
C -8.64 -8.88 -1.67
O -7.82 -9.76 -0.91
C -6.71 -10.24 -1.65
C -5.43 -9.52 -1.26
O -5.45 -8.15 -1.66
C -5.73 -7.28 -0.58
H -9.36 -8.42 -0.99
H -8.05 -8.09 -2.14
H -9.19 -9.44 -2.43
H -6.88 -10.15 -2.73
H -6.60 -11.30 -1.42
H -4.59 -9.99 -1.78
H -5.25 -9.61 -0.18
H -4.86 -7.24 0.09
H -6.61 -7.59 -0.02
H -5.90 -6.28 -0.98
```

=====

(2)
Entry from OMol25: 3 unconnected molecules or ions with the total composition C4H8Br4NO3 at a distorted geometry (wB97M-V/def2-TZVPD).

## Properties
highest occupied orbital energy	-3.965	eV
total charge	-1
spin multiplicity	1
energy relative to the best compared isomer or geometry (same formula, charge and spin)	119.77	kJ/mol
E_LUMO	2.156	eV

XYZ file:
```
20
C4H8Br4NO3 (wB97M-V/def2-TZVPD)
N 0.47 1.44 0.84
O -0.74 1.38 0.47
O 1.07 2.53 0.62
O 0.95 0.55 1.45
Br -5.18 -3.59 2.30
C -4.18 -3.22 3.88
C -4.83 -2.32 4.93
Br -6.53 -3.23 5.58
H -3.43 -2.58 3.44
H -3.68 -4.12 4.27
H -5.08 -1.33 4.54
H -4.27 -1.99 5.81
Br 6.38 0.83 -4.60
C 4.71 1.79 -4.10
C 4.16 2.33 -5.47
Br 2.39 3.07 -4.89
H 5.13 2.55 -3.43
H 4.06 1.04 -3.66
H 3.87 1.66 -6.28
H 4.75 3.21 -5.70
```

=====

(3)
Entry from OMol25: a gas-phase ion, C2H2NO2 (charge -1) at a distorted geometry (wB97M-V/def2-TZVPD).

## Properties
highest occupied orbital energy	-3.849	eV
total charge	-1
spin multiplicity	1
energy relative to the best compared isomer or geometry (same formula, charge and spin)	42.77	kJ/mol
E_LUMO	4.502	eV
SMILES	C=NC(=O)[O-]

XYZ file:
```
7
C2H2NO2 (wB97M-V/def2-TZVPD)
C 0.37 -0.92 -0.56
N 0.80 0.07 -0.02
C -0.24 1.01 0.63
O 0.16 2.09 0.96
O -1.35 0.49 0.64
H 0.99 -1.49 -1.12
H -0.72 -1.25 -0.54
```

=====

(4)
Entry from OMol25: a gas-phase ion, C5H12NOS (charge -1) at a distorted geometry (wB97M-V/def2-TZVPD).

## Properties
highest occupied orbital energy	-2.303	eV
total charge	-1
spin multiplicity	1
energy relative to the best compared isomer or geometry (same formula, charge and spin)	290.00	kJ/mol
E_LUMO	2.812	eV
SMILES	[O-]CCNCCCS

XYZ file:
```
20
C5H12NOS (wB97M-V/def2-TZVPD)
O 3.15 -1.50 -1.67
C 2.11 -0.88 -2.23
C 1.92 0.61 -1.67
N 0.71 0.87 -0.85
C 0.38 -0.19 0.08
C -0.23 0.41 1.37
C -1.71 0.86 1.12
S -2.98 -0.14 1.88
H 1.13 -1.35 -2.04
H 2.12 -0.73 -3.36
H 1.95 1.37 -2.46
H 2.80 0.75 -1.04
H -0.02 1.14 -1.50
H -0.36 -0.85 -0.39
H 1.28 -0.74 0.32
H 0.35 1.31 1.57
H -0.17 -0.30 2.19
H -1.69 1.89 1.47
H -1.97 0.97 0.06
H -2.26 -0.50 2.95
```